The following is a quantum chemistry calculation of a cluster of 2 separate species, C5H10ClN in total at a distorted geometry, from OMol25.

Cartesian coordinates (Å):
C 0.36005 -0.03342 1.87813
C 0.67566 -0.84180 -2.15586
C 1.89615 1.42840 -2.40236
C -1.94496 -0.41757 2.95486
C 0.79714 0.64724 -2.25011
N -0.90304 0.22453 2.13940
Cl 0.43239 -1.81829 1.85392
H -0.10393 -1.16617 -2.80821
H 0.43302 -0.93474 -1.02359
H 1.64891 -1.38263 -2.43830
H -1.18678 1.13250 1.85084
H 1.84027 2.55914 -2.47392
H 2.89856 1.09440 -2.28477
H -1.54086 -0.82273 3.79279
H -2.49402 -1.16466 2.52096
H -2.62662 0.34346 3.29794
H -0.18193 1.15234 -2.45173

electronic energy	-711.3251	Ha
E_LUMO	0.60	eV
HOMO level	-9.10	eV
HOMO-LUMO gap	9.7027	eV
ΔE to the lowest compared entry with this formula, charge and spin	342.16	kJ/mol

The following is a quantum chemistry calculation of the ion C5H10ClN2 with charge +1 at a distorted geometry, from OMol25.

Cartesian coordinates (Å):
C 0.05645 0.71510 0.15295
C 2.66309 1.09060 -0.15695
C 1.46613 0.33420 0.19401
C -1.68859 -0.86749 1.22264
C -1.78568 -0.35044 -1.06734
N 3.84201 0.72468 0.13430
N -0.85973 -0.45404 0.02950
Cl 1.89245 -1.30837 0.38557
H -0.35777 1.70583 -0.08789
H 2.45437 2.01626 -0.80889
H -1.19733 -0.47723 2.13064
H -2.65868 -0.45645 1.02880
H -1.75167 -1.92552 1.42943
H -2.58563 0.57101 -0.99788
H -1.29297 -0.18384 -2.04385
H -2.54173 -1.19246 -1.17525
H 4.64693 1.27893 -0.14659
H -0.30166 -1.22078 -0.22320

charge	+1
electronic energy	-765.7676	Ha
expectation value of S²	2.02
E_LUMO (alpha / beta)	-2.95 / -7.14	eV
HOMO level (alpha / beta)	-11.36 / -13.36	eV
HOMO-LUMO gap (alpha / beta)	8.4119 / 6.2187	eV
ΔE to the lowest compared entry with this formula, charge and spin	105.45	kJ/mol
spin multiplicity	3

The following is a quantum chemistry calculation of the ion C5H10ClN5 with charge +2 at a distorted geometry, from OMol25.

Cartesian coordinates (Å):
C -2.57225 -0.15304 0.11985
C -1.02951 1.64941 0.04185
C 1.67706 -0.95622 -0.81415
C -0.23013 -1.17927 0.63047
C 0.69029 0.00875 1.07622
N -2.26606 1.00735 0.02145
N 0.15504 1.32565 0.60404
N 1.92774 -0.18681 0.42553
N -1.10965 2.82680 -0.57288
N 0.54406 -1.96035 -0.45329
Cl -3.67481 -1.30356 -0.02299
H 1.14702 -0.41781 -1.63044
H 2.60720 -1.44864 -1.21304
H -0.78301 -1.80778 1.28855
H 0.75794 -0.09183 2.20014
H 0.87873 1.87361 0.33249
H 2.60458 -0.76827 0.87087
H -2.00004 3.07706 -0.88921
H -0.50999 3.61243 -0.57100
H 0.17746 -2.24571 -1.33759
H 1.00833 -2.86178 -0.10688

charge	+2
electronic energy	-929.6828	Ha
expectation value of S²	2.01
E_LUMO (alpha / beta)	-7.88 / -9.70	eV
HOMO level (alpha / beta)	-14.89 / -18.66	eV
HOMO-LUMO gap (alpha / beta)	7.0147 / 8.9617	eV
spin multiplicity	3

The following is a quantum chemistry calculation of a cluster of 2 separate species, C5H10ClN5O in total at a distorted geometry, from OMol25.

Cartesian coordinates (Å):
C -0.51159 0.16032 -0.30023
C 1.85588 0.21129 -0.29276
C 0.74974 -0.01324 1.78324
C 1.99139 -1.65210 3.01956
C -2.87543 0.27704 -0.33411
N 0.67419 0.01920 -0.98223
N -0.43885 0.21854 1.03386
N 2.93436 -1.99482 2.36327
N 3.01948 0.35211 -0.91867
N -1.65377 0.11144 -0.99966
O 1.89709 0.14127 0.95939
Cl 1.16474 -1.59817 4.45298
H 0.98438 0.54518 2.62037
H -3.84334 -0.01004 -0.77249
H -3.00065 1.29433 -0.31050
H -2.78577 -0.28449 0.54971
H 0.65095 -0.23702 -1.95349
H -1.34848 0.51413 1.38642
H 3.71084 -2.61186 2.37709
H 3.19964 0.52339 -1.88191
H 3.91241 0.52788 -0.45556
H -1.67574 -0.01415 -2.00685

charge	+2
electronic energy	-1004.9936	Ha
E_LUMO (alpha / beta)	-7.47 / -7.47	eV
HOMO level (alpha / beta)	-15.17 / -15.17	eV
HOMO-LUMO gap (alpha / beta)	7.7011 / 7.6946	eV
ΔE to the lowest compared entry with this formula, charge and spin	436.30	kJ/mol